1.
63
Properties=species:S:1:pos:R:3:forces:R:3 method="wB97M-V/def2-TZVPD" energy_ha=-55305.2980 spin_multiplicity=1 homo_energy_ev=-10.040 lumo_ev=-0.3 fmax_ev_per_a=2.65 homo_lumo_gap_ev=9.70 molar_mass_g_mol=2013.28
C 11.933 17.284 13.366 0.2 0.5 0.3
Br 13.331 17.124 12.080 0.4 0.0 0.0
Br 11.915 15.817 14.588 -0.1 -0.4 0.1
Br 10.305 17.593 12.467 -1.1 -0.1 -0.3
H 12.038 18.167 13.985 0.5 -0.1 -0.1
C 6.604 13.507 14.474 -0.1 0.7 -0.6
Br 5.590 12.792 12.957 0.4 0.3 0.4
Br 5.452 14.047 15.897 -0.1 -0.4 0.1
Br 7.739 15.028 14.051 0.0 -0.2 -0.4
H 7.323 12.762 14.750 -0.2 -0.5 0.4
C 13.472 14.352 8.012 0.1 1.3 -0.5
Br 12.691 13.591 6.458 -0.3 -0.1 -0.3
Br 12.744 16.117 8.418 -0.4 -0.3 0.0
Br 15.340 14.623 7.820 0.6 -0.4 0.0
H 13.265 13.717 8.832 -0.1 -0.4 0.8
C 11.157 6.894 14.246 0.8 -0.2 -1.7
Br 10.046 6.283 15.643 0.1 -0.2 0.2
Br 12.501 8.190 14.788 -0.2 -0.2 0.1
Br 10.147 7.648 12.747 0.0 0.0 0.3
H 11.706 6.069 13.729 -0.5 0.6 1.0
C 15.077 9.391 8.952 -0.1 -0.2 0.3
Br 14.168 8.824 10.604 -0.1 0.2 -0.4
Br 16.832 9.997 9.495 0.0 -0.4 -0.4
Br 14.183 10.877 8.088 -0.2 -0.5 0.0
H 15.023 8.509 8.265 0.6 1.2 0.8
C 15.675 11.649 15.282 1.6 1.0 0.2
Br 15.706 10.024 14.289 0.4 -0.5 0.1
Br 14.323 11.656 16.564 -1.0 -0.4 1.5
Br 15.206 13.043 14.059 0.5 0.8 -0.6
H 16.659 11.926 15.813 -1.5 -0.8 -1.2
C 9.889 10.672 16.526 0.4 0.5 1.7
Br 8.430 9.565 16.218 -1.1 -0.4 -0.6
Br 9.943 11.173 18.424 0.0 0.0 0.0
Br 9.953 12.296 15.528 0.1 -0.1 -0.5
H 10.754 10.044 16.460 0.6 0.2 -0.7
C 11.341 7.635 7.702 0.9 -0.6 -0.4
N 12.563 6.753 7.778 0.2 -0.3 0.3
O 12.474 5.554 7.770 -1.0 -0.6 -0.1
O 13.635 7.299 7.875 0.5 0.8 -0.2
H 11.768 8.623 7.480 -0.7 -0.3 -0.2
H 10.921 7.624 8.706 -0.3 0.0 -0.2
H 10.737 7.139 6.917 0.0 0.8 0.7
C 8.223 11.830 9.884 0.6 -1.7 -1.1
N 8.873 10.523 9.321 -0.1 0.9 -2.5
O 9.571 9.819 10.002 -0.1 0.0 1.0
O 8.751 10.342 8.094 -0.3 0.4 1.8
H 7.272 11.952 9.376 0.3 0.3 -0.3
H 8.994 12.576 9.741 -0.2 0.3 -0.3
H 8.066 11.666 10.907 -0.1 -0.2 1.5
C 12.055 12.136 12.472 0.0 -0.2 -0.3
N 12.344 12.811 11.179 2.1 0.0 1.5
O 13.482 13.294 11.039 -1.9 -0.5 -0.3
O 11.455 12.766 10.376 -0.2 0.6 -1.3
H 12.456 12.702 13.287 0.0 0.6 0.3
H 12.640 11.214 12.459 -0.4 -0.2 -0.2
H 10.971 12.027 12.488 0.3 -0.3 0.3
C 9.027 15.951 9.459 -0.3 0.8 -0.3
N 7.792 16.382 10.282 1.8 -0.4 -1.3
O 7.066 15.495 10.616 -0.9 -1.0 0.5
O 7.639 17.551 10.516 0.0 0.8 0.2
H 9.488 16.838 9.019 -0.5 0.0 -0.1
H 8.706 15.226 8.692 0.1 0.3 0.6
H 9.798 15.586 10.124 -0.2 -0.5 0.4

=====

2.
32
Properties=species:S:1:pos:R:3:forces:R:3 method="wB97M-V/def2-TZVPD" energy_ha=-1180.0558 spin_multiplicity=1 homo_energy_ev=-9.434 lumo_ev=0.8 fmax_ev_per_a=5.35 homo_lumo_gap_ev=10.22 molar_mass_g_mol=214.81
C 1.865 -1.285 -1.762 -4.6 0.2 -2.0
C 2.665 -0.269 -1.094 -0.6 -0.2 1.8
C 2.916 -0.497 0.435 -0.4 1.3 -1.0
C 2.154 -1.529 1.174 -2.1 -2.6 2.5
C 4.284 -0.185 0.991 -0.5 1.2 -0.7
C 2.024 0.650 -0.097 -4.3 -1.0 1.0
Cl 2.307 2.333 0.185 0.9 0.4 -0.3
C 0.268 0.569 0.122 5.2 -0.3 -1.0
C -0.929 0.666 0.075 -0.7 -0.5 0.5
Si -2.750 0.789 0.082 -1.5 -0.2 -2.6
C -3.103 2.589 -0.495 -2.5 -2.4 -0.6
C -3.545 -0.524 -1.194 1.3 -0.4 1.8
C -3.684 0.231 1.631 2.0 3.3 2.1
H 1.032 -1.806 -1.163 1.4 1.0 -0.7
H 2.458 -2.047 -2.216 0.6 -0.5 -0.3
H 1.280 -0.716 -2.653 1.2 -1.5 1.8
H 3.323 0.096 -1.852 1.2 0.8 0.5
H 2.714 -1.899 2.081 -0.3 0.9 -0.6
H 1.892 -2.571 0.790 0.4 1.6 -0.6
H 1.129 -1.132 1.565 1.8 -0.6 -0.6
H 4.930 -1.022 0.817 0.5 -0.4 -0.2
H 4.336 0.079 2.042 -0.4 -0.1 0.2
H 4.604 0.700 0.437 0.6 -0.2 0.1
H -4.036 2.571 0.104 0.1 1.2 -0.3
H -2.428 3.302 -0.203 1.6 1.7 1.4
H -3.357 2.896 -1.537 0.1 -1.0 0.6
H -3.777 -0.215 -2.188 0.6 0.4 -0.9
H -2.687 -1.302 -1.157 -1.8 0.7 -0.4
H -4.541 -0.908 -0.847 1.2 0.0 0.2
H -2.860 0.069 2.396 -1.0 0.1 -0.5
H -4.361 1.067 2.093 1.0 -1.8 -1.0
H -4.124 -0.697 1.438 -1.1 -1.1 -0.1